23
Properties=species:S:1:pos:R:3:mulliken_charge:R:1 method="wB97M-V/def2-TZVPD" energy_ev=-25903.91643 gap_ev=9.659 relative_energy_kj_mol=214.8 smiles="C[C@@]1(S(=O)(=O)O)C=CC=C[C@H]1N"
C -1.835 -1.151 -0.688 -0.350
C -0.919 -2.246 -0.418 -0.316
C -1.401 0.096 -0.859 -0.853
C 0.320 -2.039 -0.010 -0.803
C 0.069 0.435 -0.852 0.076
C 0.812 -0.353 0.208 0.628
C 0.680 0.024 1.656 -1.713
N 0.372 1.862 -0.733 -0.573
O 2.912 1.206 0.058 -0.514
O 3.339 -1.119 0.658 -0.626
O 2.691 -0.575 -1.646 -0.631
S 2.565 -0.326 -0.239 1.263
H -2.887 -1.385 -0.747 0.412
H -1.296 -3.252 -0.540 0.411
H -2.085 0.909 -1.057 0.373
H 1.083 -2.741 0.251 0.484
H 0.500 0.098 -1.809 0.471
H -0.347 -0.078 2.003 0.424
H 1.017 1.048 1.811 0.413
H 1.323 -0.630 2.239 0.425
H 2.263 1.761 -0.417 0.476
H -0.144 2.266 0.044 0.245
H 0.093 2.350 -1.579 0.278